Entry 1:
This record from the Open Molecules 2025 dataset describes a structure of composition C37H62AsO9P3PdSSi2 in a non-equilibrium geometry. The level of theory is ωB97M-V/def2-TZVPD.

Its charge is -2. The calculation puts the HOMO-LUMO gap at 0.1876 Eh.

The geometry in XYZ format:
```
116
Properties=species:S:1:pos:R:3:forces:R:3:mulliken_charge:R:1
Pd 1.3435 -0.4783 -0.1190 -0.07 -0.96 0.63 0.426
C -3.5349 4.8571 -0.8264 -0.01 -0.07 -0.03 -1.271
C -3.7872 3.3809 -0.5734 -0.10 0.07 -0.06 1.134
C -5.0828 3.1339 0.1856 0.03 0.04 -0.05 -1.418
O -2.6845 2.9080 0.2092 0.01 -0.23 -0.15 0.209
P -2.0750 1.4324 0.1219 0.06 0.19 -0.32 0.519
O -1.9935 -1.9037 0.7394 0.04 0.29 0.19 -0.747
C -0.8864 1.3345 -1.2471 -0.11 0.10 0.06 -0.834
P 0.5435 2.3702 -0.9954 0.15 0.56 -0.01 -0.333
O 1.4640 2.0911 0.1216 -0.21 -0.23 -0.21 -0.887
O -0.1229 3.8284 -0.8726 0.02 -0.11 -0.15 0.137
C 0.4949 4.7721 0.0268 0.05 0.09 0.08 0.656
C 0.2887 6.1509 -0.5667 0.04 0.05 0.05 -1.409
C -0.1161 4.6088 1.4026 0.07 0.08 0.06 -1.077
O 1.3261 2.4422 -2.3741 0.04 -0.01 0.12 0.341
C 0.7596 2.9326 -3.5958 -0.05 -0.02 -0.04 1.024
C 0.5621 1.7686 -4.5481 0.02 0.03 -0.05 -1.197
C 1.7301 3.9641 -4.1395 -0.02 0.00 0.01 -1.708
O -3.3289 0.6759 -0.4773 0.12 0.05 0.34 0.669
C -3.3836 -0.5906 -1.1897 -0.02 -0.04 -0.32 1.213
C -3.6466 -0.2700 -2.6544 0.01 0.01 0.02 -1.410
C -4.4944 -1.4215 -0.5852 -0.04 0.04 -0.04 -1.450
H -4.3391 5.2745 -1.4359 0.00 0.01 0.00 0.499
H -2.5861 4.9938 -1.3439 0.04 0.01 0.01 0.028
H -3.4994 5.3966 0.1212 0.01 0.02 0.04 0.313
H -3.7988 2.8505 -1.5342 -0.04 0.03 0.09 0.002
H -4.9342 3.3651 1.2419 -0.02 0.05 -0.03 0.296
H -5.3894 2.0928 0.1286 0.04 -0.07 0.03 0.199
H -5.8789 3.7672 -0.2159 -0.01 -0.04 0.01 0.459
H -1.3544 1.5792 -2.2036 0.03 0.02 0.01 0.502
H -0.5019 0.2954 -1.2771 -0.15 0.14 -0.12 0.365
H 1.5661 4.5521 0.0740 -0.06 0.00 0.01 0.270
H -0.7727 6.3945 -0.6273 -0.04 -0.04 0.01 0.243
H 0.7172 6.2122 -1.5676 0.02 -0.01 -0.02 0.263
H 0.7746 6.8967 0.0651 0.00 0.02 0.00 0.391
H -1.1703 4.8846 1.3890 -0.04 0.00 -0.02 0.131
H 0.4129 5.2427 2.1178 -0.01 0.03 0.03 0.531
H -0.0409 3.5732 1.7302 0.01 -0.03 0.01 0.082
H -0.1986 3.4185 -3.3755 0.02 0.01 -0.01 0.126
H 1.4964 1.2135 -4.6416 -0.01 0.02 0.00 0.166
H 0.2489 2.1395 -5.5268 -0.03 0.00 -0.02 0.485
H -0.1892 1.0708 -4.1796 0.00 -0.02 0.03 0.140
H 2.6846 3.4863 -4.3613 0.02 -0.03 0.00 0.338
H 1.9046 4.7476 -3.4025 -0.02 0.03 0.02 0.330
H 1.3359 4.4161 -5.0513 0.00 0.00 -0.03 0.376
H -2.4349 -1.1074 -1.0664 -0.09 0.06 0.01 -0.054
H -4.4899 0.4192 -2.7380 -0.05 0.00 -0.01 0.203
H -3.8999 -1.1871 -3.1898 0.03 -0.01 0.01 0.457
H -2.7796 0.1756 -3.1449 0.00 0.02 0.01 0.099
H -5.4705 -1.0185 -0.8736 -0.02 0.03 0.00 0.380
H -4.4191 -1.4282 0.4993 0.02 -0.16 -0.25 0.107
H -4.4169 -2.4490 -0.9467 0.01 0.02 -0.02 0.330
O -4.7375 -1.6747 2.9638 -0.10 0.01 -0.20 -0.758
S -4.2972 -0.2885 2.5815 0.23 0.22 0.63 0.831
O -5.1260 0.7611 3.2550 -0.04 0.00 -0.19 -0.852
O -1.3545 1.1610 1.3667 -0.37 -0.38 0.07 -1.011
C -2.7654 -0.2555 3.6698 -0.02 -0.13 0.00 0.723
C -2.9226 0.4241 4.8687 -0.01 -0.02 -0.04 -0.595
C -2.0148 0.2778 5.9039 0.01 0.00 0.03 -0.764
C -0.9516 -0.6013 5.7635 0.00 0.00 0.03 -0.858
C -0.7765 -1.2689 4.5627 0.05 -0.05 0.06 -1.478
C -1.6375 -1.0615 3.4807 0.08 0.13 -0.12 0.592
P -1.1649 -1.9775 1.9708 0.06 -0.42 0.31 1.038
C 0.6108 -1.8356 1.6232 -0.29 0.24 -0.07 1.051
C 1.5924 -1.7051 2.6500 0.14 0.07 0.06 -0.785
C 2.7908 -2.3561 2.5775 0.03 -0.06 -0.06 -1.565
C 3.0623 -3.2214 1.4830 0.03 0.05 0.04 -0.676
C 2.1851 -3.3093 0.4459 0.03 0.06 -0.01 -0.782
C 0.9814 -2.5341 0.4274 -0.01 -0.07 0.10 -0.410
C -1.3169 -3.6886 2.6256 -0.06 0.08 -0.02 0.804
C -2.6082 -4.0818 2.9883 -0.02 0.01 -0.04 -0.889
C -2.8383 -5.3709 3.4374 0.02 -0.08 0.03 -0.672
C -1.7882 -6.2794 3.5370 -0.05 0.01 0.00 -0.456
C -0.5064 -5.8892 3.1864 0.03 0.03 -0.01 -0.733
C -0.2712 -4.5949 2.7310 0.13 0.01 0.02 -0.239
H -3.8120 1.0372 4.9643 0.02 0.01 0.01 0.514
H -2.1554 0.8186 6.8339 0.00 0.01 0.00 0.353
H -0.2607 -0.7735 6.5803 0.01 0.00 0.02 0.376
H 0.0445 -1.9742 4.4741 -0.29 0.03 0.11 0.824
H 1.3665 -1.0916 3.5164 0.20 0.00 -0.29 1.153
H 3.5225 -2.2304 3.3665 0.01 0.00 -0.01 0.286
H 3.9773 -3.8039 1.4712 0.00 0.00 0.01 0.283
H 2.3792 -3.9791 -0.3799 0.01 0.00 -0.02 0.479
H 0.1823 -2.8482 -0.2415 0.12 0.07 0.02 0.421
H -3.4264 -3.3684 2.9160 -0.02 0.01 0.02 0.466
H -3.8426 -5.6684 3.7152 -0.01 0.00 0.00 0.445
H -1.9722 -7.2887 3.8892 0.00 0.01 0.00 0.332
H 0.3182 -6.5880 3.2658 0.01 -0.01 -0.01 0.423
H 0.7363 -4.2970 2.4627 -0.03 -0.03 -0.01 0.223
C 1.7110 -3.8292 -3.2315 0.04 0.03 0.04 -1.214
Si 3.1986 -2.6791 -2.9513 -0.16 -0.08 -0.14 0.755
C 3.8892 -2.4208 -4.7061 -0.03 0.00 0.04 -1.401
C 4.5422 -3.7762 -2.1721 -0.03 0.11 0.04 -1.294
As 2.4721 -0.5690 -2.3167 0.28 0.15 0.01 -0.615
Si 3.8875 0.1752 -0.4962 0.51 0.07 -0.41 1.467
C 4.6030 1.7826 -1.2241 -0.08 -0.02 -0.04 -1.286
C 3.7427 0.6521 1.3629 -0.32 -0.06 0.01 -1.416
C 5.4101 -0.9615 -0.4582 -0.04 0.02 0.03 -1.308
H 2.0136 -4.7638 -3.7143 0.00 -0.04 -0.02 0.379
H 0.9877 -3.3245 -3.8752 -0.02 0.02 -0.04 0.304
H 1.1884 -4.0735 -2.3061 0.00 -0.01 0.06 0.311
H 4.0475 -3.3743 -5.2198 0.02 -0.04 -0.02 0.331
H 4.8397 -1.8852 -4.6673 0.05 0.02 0.02 0.302
H 3.2019 -1.8143 -5.2986 -0.05 0.00 -0.03 0.296
H 4.5412 -4.7244 -2.7191 0.02 -0.03 -0.01 0.430
H 4.4040 -3.9874 -1.1150 -0.04 -0.02 0.08 0.300
H 5.5244 -3.3192 -2.2828 0.08 0.03 -0.04 0.333
H 3.8280 2.5400 -1.3494 -0.05 0.01 0.01 0.107
H 5.0370 1.5789 -2.2049 0.02 0.00 -0.02 0.259
H 5.3766 2.1848 -0.5621 0.05 0.03 0.04 0.368
H 2.7524 0.5706 1.8108 0.07 0.02 -0.04 0.099
H 4.0407 1.6993 1.4505 0.06 0.03 0.00 0.517
H 4.4277 0.0270 1.9411 0.01 -0.02 0.02 0.339
H 5.7976 -1.1255 -1.4637 0.03 0.00 -0.07 0.203
H 5.1916 -1.9325 -0.0130 -0.03 -0.05 0.03 0.249
H 6.1888 -0.4794 0.1421 0.05 0.01 0.04 0.446
```
Forces are in eV/Å.



Entry 2:
This record from the Open Molecules 2025 dataset describes a structure of composition C4H6N2O2 in a non-equilibrium geometry. The level of theory is ωB97M-V/def2-TZVPD.

The calculation puts the HOMO-LUMO gap at 0.3213 Eh.

The geometry in XYZ format:
```
14
Properties=species:S:1:pos:R:3:forces:R:3:mulliken_charge:R:1
C 1.2768 -0.7139 0.3607 2.76 -4.17 2.24 -0.411
C -0.1009 -0.4027 0.1280 -0.87 0.10 -0.49 0.422
C -1.3229 -1.1571 0.1590 3.46 -5.67 -1.92 -0.301
C -0.4682 0.9155 0.0056 -4.58 -1.98 1.47 0.204
H 2.3953 -0.0839 -1.2634 -0.43 -1.05 -0.99 0.311
H 1.4110 -0.3945 1.4007 0.70 -0.08 -0.04 0.182
H 1.6692 -2.0108 0.4918 -1.51 3.78 -0.95 0.217
H -1.4202 -2.3454 -0.0397 0.46 2.91 1.11 0.281
H -2.3947 1.6224 -0.5953 0.74 -2.57 1.57 0.308
H 0.9816 2.0813 -0.4541 -3.71 0.55 4.19 0.461
N -2.3330 -0.4828 -0.1453 -2.57 3.04 -0.07 -0.717
N -1.8941 0.7899 -0.0880 0.12 4.28 -1.92 0.138
O 2.1806 0.0718 -0.3601 0.51 1.37 1.08 -0.520
O 0.0195 2.1101 0.4000 4.93 -0.50 -5.26 -0.576
```
Forces are in eV/Å.



Entry 3:
This record from the Open Molecules 2025 dataset describes the ion C4H8N3O with charge +1 in a non-equilibrium geometry. The level of theory is ωB97M-V/def2-TZVPD.

Its charge is +1. The calculation puts the HOMO-LUMO gap at 0.3129 Eh.

The geometry in XYZ format:
```
16
Properties=species:S:1:pos:R:3:forces:R:3:mulliken_charge:R:1
C -2.0558 0.3531 0.8113 0.62 -0.93 0.96 -0.025
C 0.0004 0.0232 0.1990 0.19 -1.81 -1.40 0.890
C -0.0617 -1.5760 -0.5765 1.45 2.68 -0.44 -1.115
C 1.9275 1.1556 -0.4381 -1.08 0.73 -0.21 -0.652
N -1.9445 0.6368 -0.4842 -3.78 0.41 -2.18 -0.493
N -0.8077 0.4773 -0.9469 2.52 0.73 1.67 0.041
N -0.8902 0.0066 1.2833 -0.32 0.47 0.81 -0.070
O 1.2470 0.3460 0.4949 -0.65 -0.50 1.62 -0.422
H -2.9844 0.1695 1.3095 -0.43 0.65 0.35 0.420
H 0.8739 -1.9108 -0.2249 0.95 -0.66 0.40 0.390
H -0.0840 -1.4276 -1.6379 0.33 -0.04 -0.44 0.388
H -0.8835 -2.1099 -0.3067 -2.29 -1.42 1.18 0.437
H 2.9201 0.9638 -0.2365 2.27 -0.49 0.02 0.292
H 1.7896 2.2297 -0.1561 -0.47 -0.76 -1.08 0.256
H 1.6125 0.6916 -1.3719 0.52 1.40 -0.71 0.371
H -0.6593 -0.0288 2.2817 0.15 -0.45 -0.55 0.292
```
Forces are in eV/Å.



These records have relative energy (zero: lowest compared OMol25 entry of this formula, charge and spin) values of 76.8; 505.1; 554.6 kJ/mol, in the order they appear.